(1)
The following is a DFT calculation (ωB97M-V/def2-TZVPD) of a structure of composition C37H37CrN3P2 in a non-equilibrium geometry.

The strongest force on any atom is 5.1 eV/A. The value obtained for the HOMO energy (spin up / spin down) is -5.9 / -6.4 eV. As for the total energy: -90429.330 eV. As for the expectation value of S²: 6.181. Its spin multiplicity is 5.

Geometry (Å):
Cr -1.0581 1.2588 -4.4142
C -2.2712 1.2811 -6.0287
C -2.0751 -0.0778 -5.5459
C -1.1429 -1.1079 -6.1759
C 0.2032 -0.4799 -6.5228
C 0.5960 0.5606 -5.4965
C 0.4576 1.9638 -5.5546
C -0.2543 2.7962 -6.5476
C -1.5297 2.0533 -7.1065
C 1.8105 -0.2360 0.1352
H -3.2687 1.7041 -5.8013
H -2.9482 -0.5371 -5.0429
H -1.6018 -1.6101 -7.0387
H -0.9805 -1.9189 -5.4533
H 0.9759 -1.2663 -6.5179
H 0.1968 -0.0683 -7.5463
H 1.4343 0.2395 -4.8749
H 1.1529 2.5123 -4.9303
H 0.3763 3.1270 -7.3849
H -0.5354 3.7489 -6.0578
H -2.2148 2.8410 -7.4697
H -1.3056 1.4089 -7.9821
H 1.1925 0.6682 0.2068
H 2.6433 -0.1987 0.8511
H 1.1863 -1.1220 0.3195
P -1.6091 -0.8912 -2.0892
P 2.5177 -0.3913 -1.4918
C -0.0058 -1.6107 -2.5390
C 1.3441 -1.2757 -2.5402
C -2.5205 -2.3952 -1.8161
C -2.7341 -3.3949 -2.7947
C -3.5401 -4.4933 -2.5001
C -4.1412 -4.6085 -1.2369
C -3.9339 -3.6224 -0.2633
C -3.1211 -2.5275 -0.5358
C -3.2506 0.5636 -2.6656
C -3.0967 1.9062 -3.0600
C -3.9600 2.9136 -2.5769
C -5.1960 2.5404 -2.0435
C -5.4819 1.1744 -1.9437
C -4.4994 0.1887 -2.1944
C 4.0724 -1.3141 -1.4249
C 3.9871 -2.6852 -1.1206
C 5.1456 -3.4509 -0.9988
C 6.3949 -2.8612 -1.2203
C 6.4880 -1.5056 -1.5512
C 5.3323 -0.7261 -1.6433
C 2.8946 1.2550 -2.1831
C 2.5185 2.4470 -1.5379
C 2.7807 3.6868 -2.1277
C 3.4252 3.7639 -3.3663
C 3.8029 2.5881 -4.0217
C 3.5398 1.3466 -3.4333
H -0.2264 -2.5418 -3.0916
H 1.9125 -1.7826 -3.3362
H -2.2811 -3.3036 -3.7835
H -3.7128 -5.2714 -3.2489
H -4.7770 -5.4669 -1.0059
H -4.4141 -3.7039 0.7154
H -2.9458 -1.7557 0.2176
H -2.3672 2.2750 -3.8601
H -3.6715 3.9659 -2.6483
H -5.9510 3.2970 -1.7876
H -6.4741 0.8465 -1.6257
H -4.7264 -0.8521 -1.9635
H 3.0071 -3.1379 -0.9575
H 5.0720 -4.5038 -0.7236
H 7.2987 -3.4665 -1.1488
H 7.4669 -1.0519 -1.7296
H 5.4114 0.3402 -1.8633
H 2.0157 2.4127 -0.5724
H 2.4654 4.6046 -1.6219
H 3.6324 4.7400 -3.8153
H 4.2882 2.6404 -5.0007
H 3.8475 0.4372 -3.9550
N -0.5460 1.6931 -1.9681
C -0.9433 1.6855 -0.8374
N -1.4874 1.7929 0.3120
C -1.5361 0.9569 1.3301
N -1.6672 0.2751 2.2841

These are the Löwdin partial charges, in e, on atoms 1 to 4: number 1, Cr, carries 0.5977; number 2, C, carries -0.2558; number 3, C, carries -0.2513; number 4, C, carries -0.1867

(2)
The following is a DFT calculation (ωB97M-V/def2-TZVPD) of a structure of composition C37H37F3N11O5PSSeTi in a non-equilibrium geometry.

The strongest force on any atom is 2.1 eV/A. The value obtained for the HOMO energy is -13.2 eV. As for the total energy: -182322.986 eV. The net charge is +2. The relative energy (zero: lowest compared OMol25 entry of this formula, charge and spin) comes out at 34.31 kcal/mol.

Geometry (Å):
Ti -0.3294 1.8515 -0.5083
C 4.1506 3.2323 3.4488
C 4.1856 2.4755 2.1282
N 3.1273 1.4869 2.0146
C 1.9137 1.7712 1.5860
S 0.8298 0.4420 1.1798
N 1.5056 3.0125 1.4538
N 0.3216 3.1785 0.8883
C -0.2402 4.3593 0.8811
C 0.4663 5.5479 1.4236
C -1.5467 4.3916 0.2433
C -2.3399 5.5351 0.1150
C -3.5491 5.4583 -0.5556
C -3.9726 4.2253 -1.0360
C -3.1380 3.1313 -0.8667
N -1.9534 3.2027 -0.2667
H 5.0333 3.8578 3.5242
H 4.1463 2.5487 4.2913
H 3.2726 3.8641 3.5149
H 5.1371 1.9524 2.0323
H 4.0726 3.1701 1.2929
H 3.3376 0.5170 2.2153
H 1.0918 5.2542 2.2630
H -0.1991 6.3476 1.7255
H 1.1310 5.9252 0.6428
H -2.0052 6.4764 0.5169
H -4.1542 6.3418 -0.6986
H -4.9150 4.1150 -1.5507
H -3.4245 2.1528 -1.2330
N -1.5698 -0.3275 -1.0484
N -1.1590 -0.8058 -2.3131
C 0.0430 -0.3477 -2.7142
N 0.6675 -0.7894 -3.7829
N 0.4324 0.7376 -2.0079
N 1.6912 1.0697 -1.9019
O 1.8799 1.8587 -0.9787
O 2.5529 0.6325 -2.6107
H -1.0991 -0.8662 -0.2994
H -2.5740 -0.4841 -0.9544
H -1.4486 -1.7424 -2.5878
H 0.3829 -1.6190 -4.2788
H 1.5758 -0.3836 -4.0005
O 1.1837 -1.3573 -0.9784
P 1.2818 -2.7797 -0.5118
C 2.3672 -2.9318 0.9251
C 3.3284 -1.9496 1.1249
C 4.1835 -2.0419 2.2085
C 4.0851 -3.1161 3.0785
C 3.1308 -4.0995 2.8705
C 2.2704 -4.0136 1.7910
C 1.9362 -3.8055 -1.8529
C 2.7361 -3.1418 -2.7795
C 3.3319 -3.8454 -3.8092
C 3.1337 -5.2136 -3.9102
C 2.3472 -5.8768 -2.9808
C 1.7529 -5.1796 -1.9432
C -0.4034 -3.2619 0.0257
C -0.8314 -2.7037 1.2293
C -2.1461 -2.8432 1.6414
C -3.0418 -3.5458 0.8485
C -2.6231 -4.0974 -0.3525
C -1.3091 -3.9483 -0.7727
H 3.3967 -1.1323 0.4214
H 4.9473 -1.2953 2.3645
H 4.7530 -3.1927 3.9214
H 3.0656 -4.9382 3.5454
H 1.5266 -4.7802 1.6244
H 2.9065 -2.0805 -2.6677
H 3.9588 -3.3272 -4.5181
H 3.6069 -5.7686 -4.7040
H 2.2102 -6.9439 -3.0609
H 1.1641 -5.7041 -1.2054
H -0.1185 -2.1732 1.8469
H -2.4644 -2.4225 2.5846
H -4.0610 -3.6807 1.1742
H -3.3185 -4.6590 -0.9574
H -0.9861 -4.3866 -1.7070
Se -1.3579 1.4747 2.8140
N -2.1349 1.0692 1.2647
C -3.3407 0.5287 1.5338
C -4.3199 0.0829 0.6251
C -5.4520 -0.5328 1.0931
C -5.6834 -0.7248 2.4695
C -4.7848 -0.2707 3.3920
C -3.6137 0.3725 2.9441
N -2.6703 0.8620 3.7455
H -4.2136 0.2475 -0.4390
H -6.1997 -0.8695 0.3890
H -6.5801 -1.2337 2.7872
H -4.9448 -0.3747 4.4519
F -1.7010 1.9697 -3.0436
C -0.9497 2.9204 -3.7319
F -1.6700 3.3323 -4.7436
F 0.1059 2.2250 -4.1860
C -0.4912 3.9615 -2.6350
O -0.7182 5.1314 -2.7185
O 0.0900 3.3077 -1.7099

These are the Löwdin partial charges, in e, on atoms 1 to 4: number 1, Ti, carries 1.0460; number 2, C, carries -0.0687; number 3, C, carries -0.2100; number 4, N, carries 0.0355

(3)
The following is a DFT calculation (ωB97M-V/def2-TZVPD) of a structure of composition C37H37FN7O5PRe.

The strongest force on any atom is 0.6 eV/A. The value obtained for the HOMO energy (spin up / spin down) is -13.5 / -13.4 eV. As for the total energy: -73762.598 eV. As for the expectation value of S²: 0.755. The net charge is +2. Its spin multiplicity is 2. The relative energy (zero: lowest compared OMol25 entry of this formula, charge and spin) comes out at 0.00 kcal/mol.

Geometry (Å):
Re -0.1126 0.6918 0.5530
O -3.0770 1.7873 -2.3643
C -2.3032 1.6613 -1.3211
O -1.3062 0.9409 -1.2890
C -2.5843 2.4745 -0.1428
C -3.6120 3.3758 0.0557
C -3.6502 4.0588 1.2674
C -2.6572 3.8368 2.2107
C -1.6590 2.9223 1.9142
N -1.6392 2.2500 0.7738
C -0.4464 2.6182 2.7473
O -0.2961 2.9959 3.8682
O 0.4250 1.8976 2.0356
H -2.7799 1.2065 -3.0837
H -4.3499 3.5413 -0.7169
H -4.4412 4.7694 1.4630
H -2.6308 4.3585 3.1578
N -5.5370 -2.0684 4.5283
C -4.2003 -2.1505 4.7159
O -3.6653 -2.7861 5.5933
C -3.3316 -1.4167 3.7155
C -3.6702 -1.2350 2.3809
C -2.7578 -0.6368 1.5366
N -1.5468 -0.2293 1.9499
C -1.2313 -0.3844 3.2508
C -2.0919 -0.9734 4.1513
H -6.1299 -2.5167 5.2092
H -5.9505 -1.3863 3.9188
H -4.6126 -1.5839 1.9816
H -2.9769 -0.5172 0.4841
H -0.2580 -0.0284 3.5570
H -1.7992 -1.1147 5.1822
C -0.1124 -5.7348 -0.8742
C 1.1158 -5.1941 -1.5986
C 2.2363 -4.8446 -0.6254
C 0.7754 -4.0142 -2.5101
N 0.1649 -2.8908 -1.7796
C 0.7331 -1.9173 -1.0876
N -0.2342 -1.1808 -0.5718
N -1.4014 -1.7268 -0.9800
N -1.1676 -2.7564 -1.6867
H 0.1365 -6.6605 -0.3579
H -0.9334 -5.9415 -1.5612
H -0.4725 -5.0302 -0.1201
H 1.4818 -5.9642 -2.2839
H 1.9311 -4.0616 0.0745
H 3.1381 -4.5132 -1.1437
H 2.5013 -5.7137 -0.0250
H 0.0555 -4.2907 -3.2778
H 1.6690 -3.6194 -2.9944
H 1.7899 -1.7816 -0.9523
C 3.3741 1.5171 -0.5648
P 1.6163 1.6982 -0.9828
C 1.5149 0.9502 -2.6417
C 2.3584 -0.0967 -3.0080
C 2.2558 -0.6793 -4.2658
C 1.3191 -0.2109 -5.1730
C 0.4973 0.8562 -4.8285
C 0.5927 1.4309 -3.5718
C 1.4529 3.4729 -1.3197
C 2.1368 3.9992 -2.4196
C 2.0668 5.3518 -2.7017
C 1.3159 6.1947 -1.8906
C 0.6408 5.6820 -0.7949
C 0.7088 4.3242 -0.5113
H 3.9741 1.8176 -1.4234
H 3.6208 0.4978 -0.2752
H 3.6076 2.1768 0.2676
H 3.1229 -0.4535 -2.3288
H 2.9294 -1.4790 -4.5446
H 1.2500 -0.6516 -6.1582
H -0.1965 1.2590 -5.5550
H -0.0117 2.2983 -3.3339
H 2.7138 3.3519 -3.0693
H 2.5989 5.7507 -3.5541
H 1.2660 7.2520 -2.1119
H 0.0706 6.3396 -0.1527
H 0.2092 3.9377 0.3631
F 4.0114 -2.6732 3.8303
C 3.1484 -1.9685 3.1029
C 2.0302 -2.5975 2.5884
C 1.1412 -1.8525 1.8313
C 1.3407 -0.4920 1.5337
C 2.4687 0.0923 2.1313
C 3.3712 -0.6196 2.9031
H 1.8580 -3.6440 2.8006
H 0.2563 -2.3719 1.4789
H 2.6151 1.1585 2.0570
H 4.2246 -0.1420 3.3649

These are the Löwdin partial charges, in e, on atoms 1 to 4: number 1, Re, carries 1.5162; number 2, O, carries 0.2207; number 3, C, carries -0.4175; number 4, O, carries -0.0821

(4)
The following is a DFT calculation (ωB97M-V/def2-TZVPD) of a structure of composition C37H37N4O3P2Tl.

The strongest force on any atom is 0.3 eV/A. The value obtained for the HOMO energy (spin up / spin down) is -10.3 / -10.3 eV. As for the total energy: -74336.977 eV. As for the expectation value of S²: 0.761. The net charge is +1. Its spin multiplicity is 2. The relative energy (zero: lowest compared OMol25 entry of this formula, charge and spin) comes out at 0.00 kcal/mol.

Geometry (Å):
Tl 0.7752 0.5474 -0.6218
C -0.3730 -3.4197 -0.4613
P 1.3386 -2.8108 -0.0190
C 2.3267 -3.9899 -1.0051
C 3.0042 -3.4860 -2.1140
C 3.7416 -4.3284 -2.9362
C 3.8133 -5.6825 -2.6470
C 3.1427 -6.1945 -1.5424
C 2.4022 -5.3542 -0.7267
C 1.5636 -3.4499 1.6790
C 2.8447 -3.7957 2.1156
C 3.0661 -4.1755 3.4304
C 2.0115 -4.2127 4.3331
C 0.7371 -3.8639 3.9124
C 0.5157 -3.4763 2.5970
C -1.4762 -2.5269 -0.0381
C -2.6397 -2.9098 0.7372
C -3.4056 -1.7946 0.8282
C -2.6889 -0.7689 0.1011
C -3.1514 0.6119 -0.1636
P -1.8824 1.8872 0.3431
C -2.5250 2.5148 1.9366
C -1.5524 2.8464 2.8826
C -1.9113 3.3877 4.1107
C -3.2497 3.5957 4.4102
C -4.2253 3.2521 3.4834
C -3.8665 2.7136 2.2568
C -2.2574 3.2472 -0.8338
C -3.5196 3.8065 -1.0308
C -3.7086 4.8092 -1.9688
C -2.6384 5.2728 -2.7252
C -1.3781 4.7268 -2.5411
C -1.1940 3.7200 -1.6010
N -1.5238 -1.2285 -0.3885
H -0.5196 -4.4365 -0.0982
H -0.3432 -3.4388 -1.5549
H 2.9468 -2.4265 -2.3354
H 4.2613 -3.9291 -3.7976
H 4.3925 -6.3422 -3.2800
H 3.1986 -7.2520 -1.3178
H 1.8839 -5.7612 0.1342
H 3.6732 -3.7849 1.4163
H 4.0627 -4.4534 3.7498
H 2.1822 -4.5158 5.3580
H -0.0913 -3.8960 4.6092
H -0.4854 -3.1942 2.2908
H -2.8438 -3.8987 1.1195
H -4.3640 -1.6742 1.3104
H -4.1129 0.7913 0.3131
H -3.2663 0.7443 -1.2429
H -0.5097 2.6804 2.6330
H -1.1478 3.6375 4.8374
H -3.5356 4.0193 5.3643
H -5.2714 3.4021 3.7175
H -4.6522 2.4395 1.5637
H -4.3692 3.4648 -0.4525
H -4.6946 5.2327 -2.1116
H -2.7919 6.0543 -3.4581
H -0.5400 5.0807 -3.1286
H -0.2075 3.2933 -1.4592
C -0.4735 -0.1606 4.4447
O 0.9005 0.1131 4.1219
C 1.1837 0.1805 2.8189
O 0.3479 0.1095 1.9381
N 2.5135 0.3420 2.6464
N 3.0366 0.4655 1.3666
H -0.4989 -0.2557 5.5250
H -0.7921 -1.0882 3.9726
H -1.1149 0.6528 4.1167
H 3.0892 0.4479 3.4664
H 3.6966 -0.2819 1.1889
H 3.4807 1.3675 1.2532
O 1.2264 3.0640 0.8172
N 1.4603 4.2534 0.3482
C 0.8789 5.3276 0.9230
C 1.0910 6.5971 0.4308
C 1.9055 6.7888 -0.6740
C 2.4828 5.6737 -1.2607
C 2.2454 4.4212 -0.7384
H 0.2427 5.1015 1.7654
H 0.6067 7.4287 0.9228
H 2.0814 7.7792 -1.0694
H 3.1209 5.7614 -2.1289
H 2.6495 3.5080 -1.1486

These are the Löwdin partial charges, in e, on atoms 1 to 4: number 1, Tl, carries 0.7239; number 2, C, carries -0.2564; number 3, P, carries 1.0224; number 4, C, carries -0.4012

(5)
The following is a DFT calculation (ωB97M-V/def2-TZVPD) of a structure of composition C37H37NO27PS2 in a non-equilibrium geometry.

The strongest force on any atom is 2.2 eV/A. The value obtained for the HOMO energy is -6.5 eV. As for the total energy: -126702.337 eV. The net charge is -1.

Geometry (Å):
C -0.7166 2.7243 3.2735
C -1.4456 1.9421 2.1794
C -2.4489 0.9103 2.7136
C -1.8365 -0.0526 3.7624
C -2.0858 -1.5448 3.4251
C -0.9964 -2.4564 4.0218
C -1.3941 -3.0178 5.4027
S -0.5244 -2.2900 6.7751
O -0.8952 -3.0086 7.9713
O -0.9972 -0.9150 6.8198
N 1.0806 -2.1995 6.5466
S 1.8361 -3.5193 6.1179
O 3.0703 -3.6844 6.8694
O 1.0535 -4.7343 6.0852
P 2.6225 -3.1232 4.1371
O 1.7943 -3.6323 3.0337
O 4.1238 -3.6482 4.1615
O 2.7688 -1.5337 4.0375
H 0.1108 3.2700 2.8122
H -1.3816 3.4278 3.7806
H -0.2760 2.0865 4.0407
H -2.0138 2.6687 1.5874
H -0.7449 1.4399 1.5051
H -3.2750 1.4371 3.2064
H -2.9110 0.3445 1.8992
H -0.7557 0.0722 3.8344
H -2.2977 0.1597 4.7254
H -2.1117 -1.6549 2.3354
H -3.0777 -1.8248 3.7912
H -0.9164 -3.3150 3.3514
H -0.0166 -1.9852 4.0169
H -1.2725 -4.0993 5.4023
H -2.4543 -2.8303 5.5735
H 4.2356 -4.3026 4.8697
H 2.1868 -1.2096 3.3399
C 1.0176 -2.9894 -2.8540
C 0.2884 -4.1035 -2.9659
C -0.0469 -4.9600 -1.7755
O -0.7341 -5.9514 -1.9695
C 0.4645 -4.5696 -0.4807
C 1.2038 -3.4532 -0.3636
C 1.5133 -2.5843 -1.5544
O 2.1754 -1.5749 -1.3762
O 1.7021 -3.0506 0.7926
O -0.1947 -4.5434 -4.1291
H 1.2678 -2.3598 -3.6970
H 0.2346 -5.1999 0.3669
H 2.1865 -2.2267 0.5938
H -0.6817 -5.3625 -3.9124
C -0.0429 1.2833 -5.1969
C -0.0990 2.6200 -5.2702
C 1.0958 3.4839 -4.9616
O 0.9694 4.6895 -5.0718
C 2.3256 2.8354 -4.5481
C 2.3814 1.4980 -4.4695
C 1.1945 0.6348 -4.8069
O 1.3293 -0.5726 -4.7336
O 3.4721 0.8457 -4.0932
O -1.1988 3.2769 -5.6188
H -0.8927 0.6534 -5.4191
H 3.1711 3.4652 -4.3111
H 3.2434 -0.1041 -4.1128
H -0.9694 4.2284 -5.5909
C -5.1389 4.9965 -8.4878
C -4.5265 4.9757 -7.2952
C -3.3283 5.8406 -7.0040
O -2.8403 5.7791 -5.8902
C -2.8184 6.6936 -8.0607
C -3.4292 6.7105 -9.2531
C -4.6437 5.8664 -9.5371
O -5.1501 5.9539 -10.6408
O -3.0164 7.4648 -10.2643
O -4.9255 4.2022 -6.2955
H -6.0003 4.3822 -8.7078
H -1.9478 7.2969 -7.8451
H -3.6343 7.2864 -10.9999
H -4.3144 4.3777 -5.5535
C 6.5445 -5.9942 -3.6421
C 5.2299 -5.7501 -3.5587
C 4.6392 -4.9672 -2.4169
O 3.4374 -4.7737 -2.4261
C 5.5252 -4.4917 -1.3719
C 6.8400 -4.7387 -1.4535
C 7.4357 -5.4994 -2.6085
O 8.6415 -5.6676 -2.6205
O 7.7072 -4.3356 -0.5335
O 4.3579 -6.1728 -4.4663
H 6.9804 -6.5530 -4.4580
H 5.0863 -3.9455 -0.5480
H 8.5830 -4.6428 -0.8364
H 3.4828 -5.8577 -4.1650
C -4.0936 4.0013 5.7386
C -3.6314 5.1592 6.2233
C -2.5824 5.2121 7.3016
O -2.2090 6.3168 7.6679
C -2.0858 3.9693 7.8385
C -2.5454 2.7957 7.3612
C -3.5801 2.7437 6.2606
O -3.9437 1.6567 5.8593
O -2.1275 1.6351 7.8127
O -4.0562 6.3461 5.7951
H -4.8452 3.9549 4.9630
H -1.3443 4.0207 8.6226
H -2.5930 0.9378 7.3063
H -3.5529 7.0040 6.3141

These are the Löwdin partial charges, in e, on atoms 1 to 4: number 1, C, carries -0.1074; number 2, C, carries -0.2629; number 3, C, carries -0.2110; number 4, C, carries -0.1962